Computed, not measured: 5 unconnected molecules or ions with the total composition C38H80Cl2N4O4, with wB97M-V/def2-TZVPD.

- Lowest unoccupied orbital energy: 0.55 eV
- HOMO-LUMO gap: 8.956 eV
- SMILES: CC1(C)CCCC(C)(C)N1O.CC1(C)CCCC(C)(C)N1O.CC1(C)CCCC(C)(C)N1O.CC1(C)CCCC(C)(C)N1O.ClCCCl
- E: -79892.7663 eV
- Maximum force: 2.9 eV/A

The geometry in XYZ format:
```
128
Properties=species:S:1:pos:R:3:forces:R:3
C 1.8466 0.7765 -3.3626 -2.470 0.557 -0.331
C 3.2684 0.8277 -3.0541 2.467 1.439 -0.379
C 3.8557 2.2610 -3.3710 0.700 -1.221 0.321
C 5.1226 2.6946 -2.6152 -0.932 0.087 -0.757
C 4.9698 2.3512 -1.1816 -1.607 0.676 1.404
C 4.5291 0.9074 -0.8094 -0.717 1.082 -2.627
N 3.3189 0.6037 -1.6144 0.212 0.481 0.343
O 2.9270 -0.7236 -1.3844 1.205 -1.390 0.605
C 5.6189 -0.0404 -1.1637 1.243 -1.113 0.365
C 4.0980 0.8238 0.6034 0.695 0.677 1.188
C 4.0101 -0.1234 -3.9806 1.297 0.129 0.369
H 1.6616 1.1179 -4.3807 -0.117 -0.122 -0.163
H 1.3008 1.4612 -2.6827 0.157 -0.369 -0.430
H 1.4423 -0.2333 -3.2260 0.043 0.202 -0.131
H 4.0470 2.3259 -4.4434 -0.428 0.146 -0.005
H 3.1197 2.9344 -3.0440 -1.263 1.222 -0.024
H 5.2229 3.7861 -2.7503 -0.073 -0.336 0.220
H 6.0279 2.3058 -2.9965 1.002 -0.805 -0.740
H 4.1569 3.0313 -0.8246 0.419 -0.510 0.166
H 5.8554 2.6323 -0.6385 0.454 -0.101 0.494
H 6.0016 0.0591 -2.1872 -0.035 0.150 0.500
H 6.3871 0.1460 -0.4277 0.788 0.010 -0.053
H 5.4041 -1.1147 -0.9955 -0.109 0.374 -0.090
H 3.1378 1.2970 0.7481 -0.190 0.343 -0.022
H 3.9744 -0.2033 0.8431 -0.011 -0.968 0.609
H 4.8507 1.2797 1.2809 -0.413 -0.330 -0.293
H 5.1019 0.0724 -3.9617 -0.474 -0.463 0.225
H 3.7643 0.1209 -5.0025 -0.523 -0.155 -0.335
H 3.7717 -1.1531 -3.7520 0.125 -0.367 -0.175
H 3.7785 -1.2660 -1.3853 -1.529 0.629 -0.249
C 1.1558 -3.9640 -1.1883 0.190 -0.182 -0.329
C 0.9648 -3.6088 0.2924 -2.014 -0.456 -1.000
C -0.0606 -4.6112 0.9058 -1.410 2.337 0.359
C -0.1895 -4.4203 2.4298 -1.021 0.451 -0.472
C 1.1375 -4.5704 3.0700 1.163 -0.006 -1.015
C 2.1899 -3.6376 2.4013 -0.378 -0.716 1.598
N 2.1700 -3.8501 0.9950 1.472 0.463 -0.883
O 3.1946 -3.0126 0.4341 0.497 -1.310 -0.161
C 2.0179 -2.1934 2.8537 -1.663 0.867 -0.547
C 3.5586 -4.0561 2.9003 0.386 1.637 0.989
C 0.3489 -2.1798 0.3083 2.124 0.058 -1.194
H 2.0220 -3.5129 -1.7431 -1.115 0.233 0.757
H 0.1726 -3.7301 -1.6078 0.439 -0.054 -0.700
H 1.3246 -5.0256 -1.3087 -0.052 -0.474 0.148
H -1.0761 -4.4592 0.4777 0.575 0.206 -0.059
H 0.1884 -5.5855 0.6301 0.752 -1.765 -0.143
H -0.8895 -5.1414 2.8370 -0.229 -0.336 0.012
H -0.6464 -3.4320 2.6805 0.338 -0.446 -0.373
H 1.4739 -5.6078 2.9602 0.108 0.080 -0.094
H 1.1233 -4.3724 4.1140 -0.031 0.317 1.039
H 2.6322 -1.4920 2.2877 0.356 -0.142 0.297
H 0.9928 -1.7346 2.7830 0.818 -0.842 0.214
H 2.2922 -2.2173 3.8802 0.347 0.546 0.952
H 3.5707 -4.0944 3.9995 -0.155 -0.304 -0.225
H 3.9213 -4.9603 2.4765 0.216 -0.759 -0.398
H 4.2170 -3.2119 2.6665 0.353 -0.498 -0.143
H 1.1970 -1.4560 0.1639 -1.063 -0.259 -0.024
H -0.1182 -1.9636 1.2241 -0.925 0.394 0.899
H -0.3100 -2.0810 -0.5680 0.170 0.145 0.569
H 2.8452 -2.1299 0.4369 -0.375 1.002 -0.103
C -1.3450 -0.7046 5.1004 0.329 -0.317 0.613
C -2.8522 -0.8689 4.8930 0.614 0.993 1.061
C -3.2922 0.3428 4.0904 -0.462 1.496 0.423
C -4.7515 0.2444 3.7329 0.802 -1.991 -0.012
C -4.8980 -1.0120 2.8765 -0.274 0.692 0.020
C -4.4692 -2.3018 3.5539 -0.244 0.324 -1.192
N -3.1202 -2.0670 4.1009 0.465 -0.404 -0.779
O -2.7996 -3.2031 4.8572 -1.547 -0.297 1.557
C -5.4885 -2.7430 4.5825 0.664 -0.171 1.388
C -4.3972 -3.3579 2.3958 -0.329 0.201 0.493
C -3.4375 -0.8925 6.3443 0.268 -1.389 0.953
H -1.0929 0.2783 5.5682 -0.362 -0.794 -0.292
H -0.8282 -0.7689 4.1593 0.298 -0.036 -0.528
H -0.9797 -1.5170 5.7524 0.035 0.386 -0.162
H -3.1444 1.2253 4.7385 0.156 -0.246 -0.186
H -2.6964 0.5238 3.1817 0.029 -0.393 0.272
H -5.1875 1.0338 3.2100 -0.215 1.696 -0.958
H -5.3329 0.1587 4.6255 -0.505 -0.210 0.736
H -4.2372 -0.9136 2.0021 -0.455 0.256 -0.104
H -5.9599 -1.0523 2.5992 0.332 -0.461 -0.386
H -5.2092 -3.7731 4.8571 -0.585 0.349 0.192
H -5.4397 -2.1100 5.4892 0.143 -0.477 -0.416
H -6.5184 -2.6528 4.2762 -0.266 -0.319 -0.609
H -5.3338 -3.2582 1.7992 0.431 -0.349 0.554
H -3.5852 -3.1127 1.6828 -0.109 -0.305 0.623
H -4.3201 -4.3767 2.8414 0.115 0.620 -0.679
H -4.4797 -0.5483 6.4006 0.311 -0.234 0.056
H -2.8491 -0.2991 7.1191 -0.546 -0.581 -1.309
H -3.3582 -2.0075 6.6719 -0.378 2.016 -0.340
H -1.9989 -3.6118 4.5989 1.409 -0.096 -1.114
C -1.1106 5.6398 -1.2705 2.040 -0.574 0.700
C -0.5495 4.3216 -1.7742 -0.967 -0.751 -0.729
C -1.7699 3.3730 -1.8991 0.430 0.700 0.806
C -2.6192 3.6412 -3.1102 0.721 -0.244 -1.098
C -1.7725 3.6467 -4.4141 -2.259 -1.216 -0.232
C -0.6636 4.6781 -4.3998 0.859 0.153 0.643
N 0.1019 4.3810 -3.1340 -0.264 0.238 0.403
O 1.2415 5.2141 -3.0349 -0.079 0.908 0.256
C 0.2247 4.1813 -5.5682 1.140 -0.372 -0.082
C -1.1866 6.1780 -4.6224 0.969 -0.996 1.159
C 0.4889 3.8023 -0.7742 -1.045 -2.604 -0.333
H -1.8475 6.0088 -1.8876 -1.693 0.877 -1.272
H -0.3109 6.3480 -1.1946 0.463 0.882 0.048
H -1.4691 5.5305 -0.2668 -0.365 -0.174 0.541
H -1.3448 2.3783 -2.0081 -0.321 -0.403 0.404
H -2.4442 3.5196 -0.9908 1.119 -0.664 -0.832
H -3.0869 4.5917 -3.0990 -0.814 0.996 0.539
H -3.3786 2.8669 -3.0672 -0.316 -0.023 -0.630
H -2.4217 3.8210 -5.3414 0.666 -0.107 1.274
H -1.4253 2.5884 -4.5189 0.358 0.961 -0.094
H 0.4679 3.1148 -5.2981 -0.223 1.025 -0.609
H -0.3520 4.2402 -6.4973 -0.088 -0.308 0.124
H 1.2053 4.6563 -5.8306 -0.860 0.131 0.838
H -2.0879 6.4188 -4.0133 0.568 -0.262 -0.586
H -0.3835 6.9294 -4.3588 -0.801 -0.877 -0.473
H -1.4000 6.1896 -5.6836 -0.229 0.551 -0.151
H 0.0357 3.6764 0.2237 0.312 0.586 -0.244
H 1.3397 4.4055 -0.8380 1.240 1.147 0.582
H 0.8828 2.7616 -1.0019 -0.675 1.057 -0.191
H 0.9647 6.0356 -2.5531 0.240 -0.727 -0.686
Cl -3.0613 0.0398 -1.2264 0.114 0.091 -0.074
C -3.2059 -1.7214 -1.4839 0.871 0.772 -0.477
C -3.4768 -2.0874 -2.9058 0.678 0.395 -1.131
Cl -1.9096 -1.9284 -3.8681 -0.775 -0.279 0.411
H -3.9859 -2.0220 -0.8551 -1.241 -0.603 0.891
H -2.2746 -2.1643 -1.1469 -0.018 -0.090 0.022
H -4.1729 -1.4446 -3.4593 0.101 -0.101 0.569
H -3.8315 -3.1110 -2.9608 0.233 -0.194 -0.140
```
Positions in Å, forces in eV/Å.